# 1
101
Properties=species:S:1:pos:R:3:forces:R:3 method="wB97M-V/def2-TZVPD" homo_ev=-9.461 de_lowest_ev=0.151 homo_lumo_gap_ev=7.7 e_tot_ha=-3379.74284 charge=+1
Ca -0.362 0.569 0.099 -0.5 -0.3 0.4
C -4.286 1.521 4.476 0.1 0.0 0.0
N -4.011 0.965 3.161 0.0 0.0 0.0
C -5.115 0.403 2.404 0.1 0.0 -0.1
C -2.812 1.150 2.521 -0.4 -0.1 -0.1
N -2.558 0.787 1.319 0.1 -0.1 0.0
N -1.865 1.818 3.283 0.0 0.2 0.2
C -0.486 1.735 3.195 0.2 0.1 0.1
N 0.128 2.634 4.043 0.0 0.0 0.0
N 0.117 0.871 2.478 0.0 0.1 0.0
H -3.589 1.141 5.226 0.0 0.0 0.0
H -5.284 1.220 4.778 0.0 0.0 0.0
H -4.266 2.617 4.477 0.0 0.0 0.0
H -5.953 0.233 3.073 0.0 0.0 0.0
H -4.842 -0.566 1.979 0.0 0.0 0.0
H -5.443 1.066 1.598 0.0 0.0 0.0
H -3.352 0.310 0.910 0.0 0.0 0.0
H -2.206 2.300 4.096 0.0 0.0 0.0
H -0.333 3.518 4.192 0.0 0.0 0.0
H 1.125 2.724 3.921 0.0 0.0 0.0
H 1.122 1.033 2.494 0.0 0.0 0.0
C 8.342 0.289 -0.345 0.1 0.0 0.0
C 6.879 0.593 -0.463 -0.1 0.0 0.0
C 5.917 -0.266 0.063 0.0 0.0 0.0
C 4.568 0.027 -0.039 -0.1 -0.1 0.0
C 4.167 1.192 -0.674 -0.3 0.0 0.0
C 5.107 2.056 -1.210 0.0 0.1 -0.1
C 6.454 1.755 -1.101 0.0 0.0 0.0
S 2.430 1.578 -0.787 0.3 -0.2 -0.2
O 2.299 2.615 -1.787 0.1 0.1 -0.1
O 2.006 1.951 0.559 -0.2 -0.1 0.2
N 1.603 0.272 -1.119 0.4 0.6 0.4
C 1.610 -0.284 -2.379 0.3 -0.3 -0.7
C 2.734 -0.433 -3.173 -0.3 0.1 0.1
C 2.679 -1.091 -4.411 -0.1 -0.1 -0.2
C 1.513 -1.636 -4.871 0.1 0.0 0.0
C 0.336 -1.502 -4.103 0.0 0.1 0.1
C -0.900 -2.033 -4.528 -0.1 0.0 0.1
C -2.015 -1.846 -3.762 0.1 0.0 0.0
C -1.889 -1.103 -2.573 0.0 0.0 0.0
N -0.760 -0.600 -2.141 -0.2 0.1 0.2
C 0.366 -0.803 -2.868 0.3 -0.2 -0.5
H 8.507 -0.721 0.025 0.0 0.0 0.0
H 8.824 0.984 0.344 0.0 0.0 0.0
H 8.841 0.387 -1.309 0.0 0.0 0.0
H 6.231 -1.180 0.550 0.0 0.0 0.0
H 3.820 -0.653 0.349 0.0 0.0 0.0
H 4.772 2.949 -1.720 0.0 0.0 0.0
H 7.188 2.429 -1.525 0.0 0.0 0.0
H 3.684 -0.049 -2.836 0.1 0.0 0.1
H 3.587 -1.176 -4.992 0.0 0.0 0.0
H 1.470 -2.165 -5.813 0.0 0.0 0.0
H -0.942 -2.580 -5.462 0.0 0.0 0.0
H -2.977 -2.239 -4.052 0.0 0.0 0.0
H -2.767 -0.917 -1.963 0.0 0.0 0.0
C 1.227 5.440 -0.791 0.1 0.0 0.0
N -0.021 4.783 -0.416 -0.1 -0.3 -0.1
C -0.202 4.704 1.022 0.0 -0.1 0.0
C -0.464 3.681 -1.121 -0.1 0.4 0.1
O -0.824 2.657 -0.506 -0.1 0.3 -0.4
N -0.608 3.805 -2.457 0.1 -0.1 0.1
C -0.766 2.615 -3.274 0.0 -0.1 0.1
C -0.516 5.057 -3.176 0.0 0.1 0.0
H 2.030 5.097 -0.131 0.0 0.0 0.0
H 1.124 6.523 -0.705 0.0 0.0 0.0
H 1.518 5.174 -1.799 0.0 0.0 0.0
H -0.074 5.704 1.437 0.0 0.0 0.0
H 0.536 4.027 1.466 0.0 0.0 0.1
H -1.203 4.344 1.251 0.0 0.0 0.0
H -1.252 1.835 -2.697 0.0 0.0 0.0
H 0.208 2.255 -3.616 0.0 0.0 0.0
H -1.387 2.855 -4.137 0.0 0.0 0.0
H -0.663 5.891 -2.495 0.0 0.0 0.0
H -1.304 5.078 -3.931 0.0 0.0 0.0
H 0.444 5.170 -3.688 0.0 0.0 0.0
C -2.190 -5.349 3.092 -0.1 -0.1 0.1
N -1.231 -4.446 2.486 0.2 0.1 -0.1
N -1.669 -3.565 1.503 0.2 0.3 0.2
C -0.814 -2.466 1.467 -0.1 -0.3 -0.1
O -0.858 -1.630 0.557 -0.1 -0.1 0.1
C 0.063 -2.627 2.581 0.0 0.0 0.1
C -0.234 -3.817 3.173 -0.1 0.0 -0.2
C 0.342 -4.429 4.395 0.0 -0.1 0.0
C -2.397 -4.031 0.382 -0.2 -0.1 -0.2
C -2.099 -5.254 -0.207 0.0 0.1 0.1
C -2.834 -5.676 -1.303 0.0 0.0 0.0
C -3.847 -4.881 -1.817 0.0 0.0 0.0
C -4.133 -3.659 -1.228 0.0 0.1 0.0
C -3.416 -3.234 -0.122 0.1 -0.1 0.0
H -3.043 -5.450 2.425 0.0 0.0 0.0
H -2.539 -4.973 4.057 0.0 0.0 0.0
H -1.741 -6.332 3.226 0.0 0.0 0.0
H 0.835 -1.936 2.862 0.0 0.0 0.0
H 1.161 -3.816 4.762 0.0 0.0 0.0
H 0.718 -5.431 4.191 0.0 0.0 0.0
H -0.409 -4.507 5.183 0.0 0.0 0.0
H -1.295 -5.861 0.188 0.0 0.0 0.0
H -2.608 -6.628 -1.762 0.0 0.0 0.0
H -4.417 -5.216 -2.672 0.0 0.0 0.0
H -4.928 -3.041 -1.624 0.0 0.0 0.0
H -3.628 -2.289 0.357 0.0 0.0 0.0

---

# 2
94
Properties=species:S:1:pos:R:3:forces:R:3 method="wB97M-V/def2-TZVPD" homo_ev="-4.068 / -4.070" de_lowest_ev=0.108 homo_lumo_gap_ev="6.4 / 6.4" e_tot_ha=-4606.50253 charge=-1
Os 0.419 -0.150 0.450 0.4 -0.5 -0.7
C 1.139 1.844 0.459 -0.1 0.1 0.1
Si -0.209 2.876 -0.235 0.0 0.1 0.0
C -1.806 2.222 0.546 0.0 0.0 0.0
N -1.882 0.750 0.403 0.0 0.0 0.0
C -2.372 0.353 -0.947 -0.1 0.1 0.0
C -3.832 -0.112 -0.980 0.0 0.0 0.0
C -4.711 0.720 -0.054 0.0 0.0 0.0
C -4.184 0.664 1.391 0.0 0.0 0.0
C -2.741 0.157 1.441 0.0 0.0 0.0
C -0.300 2.779 -2.117 0.1 0.0 0.0
C 0.546 1.917 -2.818 0.0 0.0 0.0
C 0.476 1.800 -4.201 0.0 0.0 0.0
C -0.445 2.555 -4.913 0.0 0.0 0.0
C -1.293 3.424 -4.238 0.0 0.0 0.0
C -1.216 3.532 -2.857 0.0 0.0 0.0
C -0.084 4.713 0.216 0.0 0.0 0.0
C 0.279 5.708 -0.695 0.0 0.0 0.0
C 0.483 7.022 -0.291 0.0 0.0 0.0
C 0.329 7.373 1.041 0.0 0.0 0.0
C -0.025 6.402 1.968 0.0 0.0 0.0
C -0.223 5.092 1.557 0.0 0.0 0.0
H 1.317 2.184 1.489 0.0 0.0 0.0
H 2.071 2.030 -0.083 0.0 0.0 -0.1
H -2.717 2.716 0.181 0.0 0.0 0.0
H -1.727 2.445 1.616 0.0 0.0 0.0
H -1.734 -0.442 -1.321 0.1 -0.1 -0.1
H -2.242 1.201 -1.617 0.0 0.0 0.0
H -3.896 -1.170 -0.704 0.0 0.0 0.0
H -4.189 -0.042 -2.010 0.0 0.0 0.0
H -5.745 0.371 -0.102 0.0 0.0 0.0
H -4.720 1.754 -0.412 0.0 0.0 0.0
H -4.800 -0.002 2.002 0.0 0.0 0.0
H -4.249 1.651 1.854 0.0 0.0 0.0
H -2.715 -0.925 1.300 0.0 0.1 0.0
H -2.285 0.355 2.409 0.0 0.0 0.0
H 1.262 1.314 -2.270 0.0 0.0 0.0
H 1.137 1.117 -4.719 0.0 0.0 0.0
H -0.502 2.468 -5.991 0.0 0.0 0.0
H -2.014 4.016 -4.789 0.0 0.0 0.0
H -1.889 4.213 -2.343 0.0 0.0 0.0
H 0.407 5.454 -1.741 0.0 0.0 0.0
H 0.766 7.772 -1.020 0.0 0.0 0.0
H 0.493 8.396 1.359 0.0 0.0 0.0
H -0.139 6.664 3.013 0.0 0.0 0.0
H -0.481 4.346 2.302 0.0 0.0 0.0
O -0.074 -0.352 4.765 0.0 0.0 -0.1
C 0.052 -0.169 3.584 0.0 0.2 0.0
N 0.138 0.049 2.428 0.2 -0.3 0.1
Se 2.055 -3.276 -1.478 0.0 -0.2 -0.2
C 1.053 -4.531 -0.621 0.1 0.0 0.0
N 0.415 -5.327 -0.063 0.0 0.0 0.0
C 2.847 -2.180 2.037 0.0 -0.1 -0.1
C 3.309 -1.182 0.975 0.0 -0.3 -0.1
C 3.723 0.116 1.702 0.0 0.0 0.0
C 2.132 -0.820 0.073 -0.2 1.4 1.1
C 4.525 -1.673 0.189 0.0 0.0 0.0
C 5.063 -0.872 -0.820 0.0 0.0 0.0
C 6.173 -1.270 -1.547 0.0 0.0 0.0
C 6.788 -2.484 -1.271 0.0 0.0 0.0
C 6.274 -3.284 -0.264 0.0 0.0 0.0
C 5.158 -2.882 0.457 0.0 0.0 0.0
H 1.988 -1.760 2.556 0.0 0.0 0.0
H 3.635 -2.367 2.771 0.0 0.0 0.0
H 2.547 -3.126 1.582 0.0 0.0 0.0
H 2.906 0.459 2.336 0.0 0.0 0.0
H 3.972 0.917 1.005 0.0 0.0 0.0
H 4.604 -0.088 2.315 0.0 0.0 0.0
H 2.467 -0.467 -0.921 -0.1 -0.4 -0.2
H 4.600 0.081 -1.049 0.0 0.0 0.0
H 6.559 -0.630 -2.331 0.0 0.0 0.0
H 7.654 -2.802 -1.839 0.0 0.0 0.0
H 6.735 -4.240 -0.042 0.0 0.0 0.0
H 4.759 -3.540 1.215 0.0 0.0 0.0
C -3.382 -3.581 1.814 0.0 -0.1 0.0
N -1.988 -3.300 1.555 0.0 0.1 0.1
C -1.181 -2.988 2.720 0.0 0.0 0.0
C -1.521 -2.958 0.317 0.1 -0.1 0.0
O -0.637 -2.108 0.164 -0.1 0.2 -0.1
N -2.076 -3.610 -0.745 0.0 0.1 0.0
C -2.536 -4.984 -0.627 -0.1 -0.1 0.0
C -1.686 -3.216 -2.089 0.0 -0.1 0.0
H -3.779 -2.835 2.511 0.0 0.0 0.0
H -3.521 -4.570 2.263 0.0 0.0 0.0
H -3.960 -3.532 0.895 0.0 0.0 0.0
H -1.134 -3.866 3.369 0.0 0.0 0.0
H -1.602 -2.154 3.288 0.0 0.0 0.0
H -0.177 -2.726 2.405 0.0 0.0 0.0
H -2.301 -5.377 0.357 0.0 0.0 0.0
H -1.996 -5.596 -1.350 0.0 0.0 0.0
H -3.610 -5.068 -0.818 0.0 0.0 0.0
H -1.110 -2.300 -2.056 0.0 0.1 0.0
H -2.574 -3.081 -2.714 0.0 0.0 0.0
H -1.044 -3.981 -2.531 0.0 0.0 0.0